A structure of composition C32H34CaN5O2 at a distorted geometry. Source: OMol25; level of theory: ωB97M-V/def2-TZVPD.

Last column: Mulliken charge in e.
Positions of all 74 atoms, in Å:
Ca 0.7789 -0.4246 0.4718  2.38
C 3.7983 -2.4017 -6.0321  -1.65
C 2.9138 -1.9963 -4.8843  0.03
C 1.5474 -1.9840 -4.9526  -0.66
C 0.7512 -1.6095 -3.8456  0.16
C -0.6656 -1.6512 -3.9507  0.02
N -1.4783 -1.3566 -2.9813  0.32
C -2.9381 -1.4429 -3.0281  -0.89
C -3.6586 -0.0892 -3.0900  -0.58
C -4.1600 0.4910 -1.7704  -0.84
N -3.1254 1.1131 -0.9356  0.38
C -3.2377 2.3005 -0.4128  0.10
C -2.2926 2.9110 0.4474  -0.03
C -2.5627 4.2119 0.9363  -0.50
C -1.6997 4.8580 1.7743  -0.03
C -1.9620 6.2301 2.3309  -1.64
C -0.5217 4.1597 2.1170  -0.58
C -0.1904 2.8969 1.6793  0.67
C 1.1012 2.3650 2.1732  -0.85
N 1.6083 1.2279 1.9194  -0.20
C 2.9285 0.9115 2.5247  -0.92
C 3.3177 -0.5657 2.3742  -0.73
C 3.9785 -0.9755 1.0512  -0.98
N 3.0419 -0.9718 -0.0991  -0.18
C 3.5351 -1.1125 -1.2627  -0.97
C 2.7728 -1.2867 -2.5210  0.78
C 3.4863 -1.6542 -3.6394  -0.57
C 1.3449 -1.2049 -2.6204  0.67
O 0.6175 -0.7907 -1.6515  -0.74
C -1.1077 2.2106 0.8074  0.76
O -0.8944 1.0296 0.3571  -0.61
H 3.2767 -2.3274 -6.9855  0.39
H 4.1465 -3.4304 -5.9216  0.32
H 4.6804 -1.7630 -6.0890  0.39
H 1.0537 -2.2688 -5.8774  0.41
H -1.1144 -1.9774 -4.8867  0.41
H -0.9795 -1.0841 -2.1199  -0.26
H -3.2428 -2.0064 -2.1435  0.32
H -3.1980 -2.0527 -3.8920  0.54
H -4.5452 -0.2285 -3.7110  0.38
H -3.0345 0.6453 -3.6041  0.32
H -4.6594 -0.2770 -1.1761  0.29
H -4.8942 1.2684 -1.9776  0.46
H -2.2675 0.6285 -0.6337  -0.22
H -4.1376 2.8539 -0.6720  0.40
H -3.4833 4.7024 0.6334  0.37
H -2.8329 6.6853 1.8605  0.38
H -1.1141 6.8966 2.1664  0.37
H -2.1461 6.1949 3.4060  0.34
H 0.1836 4.6553 2.7797  0.46
H 1.6317 3.0625 2.8300  0.37
H 2.8987 1.1799 3.5814  0.64
H 3.6919 1.5346 2.0509  0.41
H 2.4562 -1.2092 2.5937  -0.17
H 4.0333 -0.7996 3.1640  0.48
H 4.3572 -1.9931 1.1578  0.49
H 4.8336 -0.3249 0.8457  0.53
H 4.6206 -1.1855 -1.3906  0.37
H 4.5690 -1.7038 -3.5494  0.43
C -0.2968 -2.6083 1.0326  -2.09
C -0.5937 -2.3945 2.4178  1.19
C -1.7705 -1.7269 2.8432  -0.37
C -1.9797 -1.3621 4.1544  -0.81
C -1.0253 -1.6414 5.1355  0.40
C 0.1315 -2.3243 4.7582  -0.59
C 0.3382 -2.6912 3.4445  -0.55
C -1.2287 -1.2291 6.4999  -0.02
N -1.3891 -0.8858 7.5871  -0.53
H -1.1567 -2.7087 0.3642  0.44
H 0.4735 -3.3461 0.8007  0.46
H -2.5293 -1.4884 2.1038  0.33
H -2.8924 -0.8496 4.4341  0.46
H 0.8705 -2.5747 5.5098  0.48
H 1.2371 -3.2432 3.1881  0.47

Summary:
charge	+1
lowest unoccupied orbital energy	-3.4	eV
total energy	-2341.5586	hartree



A structure of composition C32H34ClNPSiW at a distorted geometry. Source: OMol25; level of theory: ωB97M-V/def2-TZVPD.

Last column: Mulliken charge in e.
Positions of all 71 atoms, in Å:
C -0.7148 -2.2675 2.4329  -0.93
C -0.7162 -2.5850 1.0314  -0.61
C 0.6503 -2.7367 0.6220  0.20
H -1.6044 -2.7211 0.4312  0.49
C 1.4772 -2.4516 1.7375  -1.46
C 0.6528 -2.2053 2.8640  -0.07
H 0.9972 -2.1371 3.8879  0.43
H -1.5867 -2.2180 3.0603  0.90
H 0.9905 -3.1190 -0.3356  0.84
H 2.5622 -2.4672 1.7672  0.40
W 0.1956 -0.6233 1.3458  0.88
Cl 2.2994 0.1667 0.8669  -0.46
P 0.3292 -0.5464 -1.8035  1.05
C 1.4332 -1.6274 -2.8389  0.01
C 0.9994 -2.2682 -4.0160  -0.05
H -0.0500 -2.2266 -4.3192  0.28
C 1.9038 -2.9520 -4.8352  -0.64
H 1.5463 -3.4377 -5.7475  0.42
C 3.2589 -3.0059 -4.4837  -0.52
H 3.9668 -3.5457 -5.1209  0.38
C 3.7055 -2.3807 -3.3083  -0.63
H 4.7640 -2.4271 -3.0294  0.42
C 2.7996 -1.7049 -2.4863  -0.26
H 3.1577 -1.2080 -1.5789  0.40
C -1.2777 -0.9621 -2.6138  0.20
C -1.8840 -2.1832 -2.2492  -0.36
H -1.3896 -2.8600 -1.5460  0.62
C -3.1009 -2.5591 -2.8151  -0.97
H -3.5814 -3.4849 -2.4874  0.43
C -3.6951 -1.7511 -3.7970  -0.52
H -4.6525 -2.0467 -4.2366  0.38
C -3.0672 -0.5687 -4.2078  -0.76
H -3.5070 0.0447 -4.9954  0.43
C -1.8721 -0.1630 -3.6046  -0.14
H -1.3977 0.7658 -3.9323  0.29
C 0.6945 1.0690 -2.6188  -0.08
C 1.3737 1.1800 -3.8463  0.09
H 1.7825 0.2956 -4.3418  0.25
C 1.5243 2.4263 -4.4627  -0.77
H 2.0426 2.4941 -5.4227  0.42
C 1.0073 3.5746 -3.8507  -0.52
H 1.1301 4.5520 -4.3290  0.38
C 0.3367 3.4759 -2.6195  -0.57
H -0.0728 4.3703 -2.1390  0.41
C 0.1930 2.2338 -2.0004  -0.06
H -0.3329 2.1607 -1.0428  0.03
C -3.1105 -0.0092 3.7797  -0.96
Si -1.3925 0.3136 4.4572  0.11
C -1.4715 1.9582 5.3731  -1.15
C -0.7571 -0.9703 5.6819  -1.10
N -0.3151 0.4876 2.9466  0.28
C 0.2677 1.7835 2.8194  -0.07
C -0.2268 2.7027 1.8699  -0.27
C 0.4183 3.9270 1.6935  -0.74
C 1.4699 4.2980 2.5378  -0.48
C 1.9362 3.4057 3.5162  -0.76
C 1.3364 2.1557 3.6553  0.00
H -3.8601 -0.0426 4.5846  0.41
H -3.2064 -0.9320 3.1923  0.34
H -3.3605 0.8398 3.1266  0.27
H -2.2495 1.9732 6.1547  0.41
H -0.5217 2.2098 5.8662  0.33
H -1.7103 2.7666 4.6672  0.34
H -1.0075 -2.0096 5.4386  0.36
H 0.3231 -0.9098 5.8917  0.35
H -1.2721 -0.7304 6.6305  0.37
H -1.0886 2.4255 1.2612  0.65
H 0.0939 4.6072 0.9048  0.40
H 1.9824 5.2606 2.4015  0.38
H 2.7644 3.6884 4.1731  0.39
H 1.6870 1.4327 4.3914  0.45

Summary:
charge	+1
lowest unoccupied orbital energy (alpha / beta)	-3.8 / -4.2	eV
total energy	-2452.4846	hartree
2S+1	3



A structure of composition C32H34ClOPTi at a distorted geometry. Source: OMol25; level of theory: ωB97M-V/def2-TZVPD.

Last column: Mulliken charge in e.
Positions of all 70 atoms, in Å:
C -6.5513 -1.7289 -3.6898  0.96
C -7.3119 -2.7359 -2.8177  -1.35
C -7.4266 -0.4947 -3.9408  -1.36
C -6.1772 -2.3820 -5.0264  -1.34
Cl -5.0379 -1.2117 -2.8332  -0.15
H -8.3411 -0.8014 -4.4607  0.35
H -6.9085 0.2401 -4.5726  0.37
H -7.7193 -0.0143 -2.9967  0.37
H -8.2286 -3.0392 -3.3368  0.35
H -7.6015 -2.2945 -1.8539  0.37
H -6.7148 -3.6402 -2.6345  0.37
H -7.0929 -2.6848 -5.5471  0.35
H -5.5631 -3.2807 -4.8752  0.37
H -5.6355 -1.6813 -5.6769  0.37
C -1.1903 1.0386 1.9082  -0.38
C -1.7867 1.9398 0.9661  -0.69
C -2.6363 1.1638 0.1042  -0.57
H -1.6733 3.0213 0.9560  0.53
C -2.5194 -0.2182 0.4826  -0.48
C -1.6284 -0.2882 1.6028  -0.46
H -1.3809 -1.1861 2.1583  0.67
H -0.5746 1.3291 2.7559  0.66
H -3.3404 1.5527 -0.6214  0.80
H -3.0900 -1.0421 0.0651  0.62
C 0.5443 -0.1407 -2.2921  -0.30
C 0.9372 1.2112 -2.0243  -0.23
C -0.2411 2.0253 -1.9911  -0.72
H 1.9569 1.5900 -1.9370  0.59
C -1.3639 1.1739 -2.2961  -0.42
C -0.8792 -0.1714 -2.4497  -0.69
H -1.4641 -1.0476 -2.7223  0.58
H 1.2036 -0.9958 -2.4113  0.61
H -0.2555 3.1017 -1.8276  0.53
H -2.3810 1.5005 -2.4975  0.79
Ti -0.5045 0.5471 -0.2952  0.68
O 1.2207 0.5120 0.6604  -0.45
P 2.5488 0.3209 1.4498  0.88
C 2.2720 -0.9518 2.6989  0.58
C 3.0289 -1.0071 3.8875  -0.35
C 2.6102 -1.8032 4.9545  -0.70
C 1.4996 -2.6406 4.8148  -0.59
C 0.8551 -2.7188 3.5748  -0.69
C 1.2667 -1.9140 2.5106  -0.74
C 3.7923 -0.0974 0.2122  0.27
C 5.0425 0.5442 0.1294  -0.45
C 5.7139 0.6138 -1.0972  -0.60
C 5.2316 -0.0937 -2.1987  -0.64
C 4.1298 -0.9405 -2.0378  -0.47
C 3.4287 -0.9672 -0.8319  -0.78
C 3.0387 1.8269 2.2937  0.22
C 3.7942 2.8009 1.6156  -0.71
C 4.6287 3.6640 2.3281  -0.54
C 4.6159 3.6584 3.7288  -0.64
C 3.6719 2.8698 4.3961  -0.62
C 2.8494 1.9965 3.6788  -0.60
H 3.9450 -0.4184 3.9835  0.55
H 3.1514 -1.7690 5.8988  0.44
H 1.1519 -3.2387 5.6581  0.43
H 0.0274 -3.4163 3.4351  0.45
H 0.8099 -2.0415 1.5260  0.55
H 5.4776 1.0228 1.0056  0.63
H 6.5974 1.2469 -1.1913  0.44
H 5.7138 0.0037 -3.1742  0.44
H 3.7946 -1.5633 -2.8657  0.47
H 2.5897 -1.6561 -0.7176  0.70
H 3.7754 2.8528 0.5263  0.56
H 5.3044 4.3290 1.7922  0.43
H 5.3171 4.2791 4.2902  0.43
H 3.5881 2.9227 5.4805  0.44
H 2.0950 1.4179 4.2129  0.54

Summary:
charge	+2
lowest unoccupied orbital energy	-7.8	eV
total energy	-2965.5672	hartree